1.
A cluster of 7 separate species, C22H43N5O6 in total in a non-equilibrium geometry. Source: OMol25; level of theory: ωB97M-V/def2-TZVPD.

Positions of all 76 atoms, in Å:
C  -1.103  -4.736  3.916
C  -1.847  -3.934  2.958
N  -2.370  -3.361  2.122
H  -0.182  -5.226  3.601
H  -1.715  -5.570  4.262
H  -0.952  -4.025  4.728
C  1.901  -7.678  1.712
C  1.601  -9.102  1.388
N  1.431  -10.212  1.145
H  2.919  -7.368  1.477
H  1.745  -7.597  2.788
H  1.225  -7.119  1.064
C  3.288  -2.867  -1.372
C  4.243  -2.373  -0.299
N  4.960  -2.018  0.526
H  2.763  -3.748  -1.004
H  3.769  -3.080  -2.326
H  2.616  -2.046  -1.623
C  0.546  -1.859  1.062
C  0.883  -3.283  1.183
N  1.192  -4.415  1.249
H  -0.543  -1.808  1.061
H  0.921  -1.413  0.141
H  0.874  -1.354  1.970
C  0.911  0.811  5.214
C  0.678  -0.578  4.755
N  0.409  -1.639  4.406
H  1.698  1.328  4.664
H  1.313  0.845  6.226
H  -0.028  1.359  5.290
C  -0.230  -0.571  -3.585
O  -0.535  0.851  -3.356
C  -0.493  1.227  -1.949
C  -0.573  2.813  -1.816
O  -1.539  3.466  -2.628
C  -1.537  4.938  -2.483
C  -2.038  5.726  -3.670
O  -1.104  5.429  -4.703
C  -1.474  5.906  -5.996
H  0.827  -0.833  -3.565
H  -0.581  -0.967  -4.538
H  -0.654  -1.186  -2.792
H  0.377  0.885  -1.387
H  -1.272  0.744  -1.359
H  0.371  3.223  -2.174
H  -0.803  3.128  -0.798
H  -0.518  5.207  -2.204
H  -2.112  5.189  -1.591
H  -1.888  6.792  -3.495
H  -3.054  5.438  -3.939
H  -1.440  6.994  -6.041
H  -2.356  5.369  -6.345
H  -0.756  5.512  -6.716
C  3.460  1.010  -1.003
O  2.405  0.664  -0.026
C  2.041  1.890  0.733
C  0.828  1.689  1.704
O  -0.385  1.377  0.990
C  -1.450  1.186  1.923
C  -2.764  0.617  1.304
O  -3.300  1.485  0.292
C  -4.588  1.157  -0.260
H  3.504  2.075  -1.227
H  3.389  0.517  -1.973
H  4.412  0.772  -0.528
H  1.848  2.738  0.075
H  2.898  2.247  1.304
H  0.658  2.537  2.368
H  1.094  0.832  2.324
H  -1.749  2.162  2.304
H  -1.228  0.501  2.741
H  -3.512  0.442  2.077
H  -2.611  -0.359  0.844
H  -4.741  1.841  -1.095
H  -5.342  1.305  0.512
H  -4.633  0.104  -0.538

charge	+1
HOMO energy (spin up / spin down)	-12.6 / -12.6	eV
multiplicity	2
energy	-1588.727102	hartree

---

2.
A structure of composition C4H12N4 in a non-equilibrium geometry. Source: OMol25; level of theory: ωB97M-V/def2-TZVPD.

Positions of all 20 atoms, in Å:
C  -0.684  0.834  -1.431
C  1.547  0.766  -1.991
C  0.648  -0.496  0.014
C  -0.986  -1.512  1.692
H  -0.659  1.551  -2.621
H  -1.586  0.205  -1.379
H  -0.551  1.844  -0.607
H  1.806  2.215  -1.495
H  2.423  -0.066  -1.539
H  1.113  0.908  -3.436
H  1.886  -1.395  1.500
H  -0.430  -2.455  1.568
H  -0.533  -1.368  2.685
H  -2.037  -1.453  1.907
H  -2.054  0.532  1.336
H  -0.768  0.644  2.508
N  0.491  0.244  -1.175
N  1.787  -1.235  0.269
N  -0.490  -0.514  0.769
N  -0.921  0.752  1.425

HOMO energy	-8.1	eV
multiplicity	1
energy	-378.267536	hartree

---

3.
The molecule H4N3P in a non-equilibrium geometry. Source: OMol25; level of theory: ωB97M-V/def2-TZVPD.

Positions of all 8 atoms, in Å:
N  1.153  -0.804  -0.101
N  0.817  1.497  -0.308
N  0.426  0.251  -0.163
P  -1.449  0.227  -0.189
H  0.712  -1.575  0.361
H  1.797  1.630  -0.086
H  -1.775  -0.097  1.162
H  -1.682  -1.129  -0.675

HOMO energy (spin up / spin down)	-9.0 / -9.0	eV
multiplicity	1
energy	-507.888358	hartree

---

4.
The ion C27H39N4O3S2 with charge +1 in a non-equilibrium geometry. Source: OMol25; level of theory: ωB97M-V/def2-TZVPD.

Positions of all 75 atoms, in Å:
C  -2.015  -4.209  1.917
H  -1.601  -4.168  2.922
C  -3.246  -3.319  1.808
C  -3.870  -3.387  0.415
H  -3.101  -3.252  -0.346
H  -4.317  -4.371  0.262
C  -4.954  -2.333  0.211
N  -4.399  -0.991  0.308
S  -3.386  -0.619  -0.965
O  -3.342  0.807  -1.137
O  -3.657  -1.424  -2.120
C  -1.744  -1.065  -0.368
C  -0.910  -1.796  -1.191
C  0.419  -1.968  -0.843
C  0.905  -1.380  0.320
C  0.034  -0.720  1.188
C  -1.291  -0.557  0.836
H  -1.970  -0.008  1.466
H  0.403  -0.313  2.118
C  2.364  -1.366  0.556
O  3.067  -2.382  0.545
N  2.925  -0.141  0.744
C  2.203  1.003  0.417
N  1.437  1.038  -0.607
C  0.668  2.164  -0.628
C  -0.357  2.423  -1.527
C  -1.121  3.565  -1.364
C  -0.815  4.459  -0.333
C  0.208  4.242  0.578
C  0.929  3.065  0.426
S  2.176  2.422  1.464
C  0.521  5.200  1.681
H  -0.253  5.956  1.769
H  0.615  4.674  2.630
H  1.471  5.699  1.485
H  -1.413  5.351  -0.224
C  -2.291  3.796  -2.261
H  -2.995  2.975  -2.128
H  -2.788  4.735  -2.035
H  -1.980  3.802  -3.304
H  -0.577  1.710  -2.304
C  4.280  0.004  1.252
H  4.269  0.860  1.931
H  4.521  -0.890  1.832
C  5.321  0.242  0.144
C  6.083  -1.014  -0.274
N  5.234  -2.087  -0.834
C  5.971  -3.355  -0.917
H  5.312  -4.138  -1.285
H  6.331  -3.645  0.067
H  6.821  -3.258  -1.593
C  4.668  -1.729  -2.142
H  4.069  -2.555  -2.518
H  4.026  -0.855  -2.058
H  5.466  -1.521  -2.855
H  4.392  -2.244  -0.161
H  6.594  -1.418  0.603
H  6.841  -0.747  -1.016
H  6.066  0.948  0.512
H  4.833  0.714  -0.710
H  1.089  -2.508  -1.493
H  -1.309  -2.195  -2.111
C  -5.300  0.085  0.706
C  -4.597  1.058  1.644
H  -5.304  1.810  1.983
H  -3.786  1.556  1.118
H  -4.206  0.531  2.511
H  -5.658  0.625  -0.177
H  -6.158  -0.360  1.211
H  -5.421  -2.478  -0.771
H  -5.717  -2.440  0.985
H  -2.970  -2.286  2.024
H  -3.986  -3.628  2.548
H  -1.247  -3.886  1.215
H  -2.270  -5.242  1.694

charge	+1
HOMO energy	-10.8	eV
multiplicity	1
energy	-2293.178595	hartree
SMILES	CCCCN(CC)S(=O)(=O)c1ccc(C(=O)N(CCC[NH+](C)C)c2nc3cc(C)cc(C)c3s2)cc1

---

5.
A structure of composition C26H60N4NbO6 in a non-equilibrium geometry. Source: OMol25; level of theory: ωB97M-V/def2-TZVPD.

Positions of all 97 atoms, in Å:
N  7.410  0.170  -1.012
C  6.621  -0.452  -2.120
C  5.938  -1.800  -1.585
Nb  3.674  -1.462  -1.501
C  1.474  -0.829  -1.524
C  0.497  -1.343  -2.487
C  -0.872  -0.830  -2.423
C  -1.240  0.152  -1.422
C  -0.304  0.666  -0.442
C  1.064  0.154  -0.503
H  8.266  0.571  -1.404
H  6.860  0.974  -0.700
H  7.199  -0.599  -3.067
H  5.768  0.239  -2.373
H  6.216  -2.693  -2.205
H  6.360  -1.986  -0.557
H  3.534  -2.247  0.144
H  3.307  -3.092  -2.242
H  3.822  -0.750  -3.174
H  4.036  0.130  -0.681
H  0.812  -2.103  -3.241
H  -1.652  -1.170  -3.145
H  -2.304  0.518  -1.414
H  -0.606  1.443  0.323
H  1.829  0.503  0.232
C  0.449  -2.443  1.826
O  -0.487  -3.207  2.583
C  -0.876  -4.421  1.952
C  -0.297  -5.625  2.685
N  1.150  -5.711  2.509
C  1.803  -6.658  3.410
C  1.704  -6.404  4.918
O  2.407  -5.254  5.364
C  1.705  -4.030  5.212
H  0.528  -1.458  2.287
H  1.440  -2.905  1.841
H  0.116  -2.316  0.794
H  -0.615  -4.433  0.890
H  -1.968  -4.470  2.023
H  -0.760  -6.539  2.298
H  -0.569  -5.524  3.743
H  1.557  -4.797  2.663
H  2.863  -6.664  3.140
H  1.421  -7.663  3.195
H  2.183  -7.251  5.418
H  0.669  -6.392  5.280
H  0.625  -4.152  5.334
H  1.932  -3.576  4.246
H  2.062  -3.341  5.981
C  3.833  3.041  4.365
O  3.033  4.174  4.671
C  3.409  5.350  3.957
C  2.362  5.712  2.911
N  2.354  4.750  1.814
C  1.197  4.864  0.926
C  -0.196  4.637  1.524
O  -0.444  3.301  1.934
C  0.052  2.974  3.220
H  3.604  2.264  5.093
H  3.604  2.652  3.370
H  4.899  3.278  4.434
H  4.405  5.258  3.514
H  3.450  6.158  4.694
H  2.581  6.708  2.514
H  1.392  5.751  3.420
H  2.367  3.813  2.196
H  1.343  4.129  0.129
H  1.220  5.851  0.449
H  -0.920  4.838  0.729
H  -0.435  5.341  2.329
H  0.021  3.824  3.908
H  1.066  2.576  3.149
H  -0.574  2.178  3.629
C  -6.206  3.493  -6.099
O  -7.137  2.734  -5.345
C  -7.509  1.505  -5.965
C  -6.927  0.315  -5.214
N  -5.478  0.240  -5.375
C  -4.821  -0.694  -4.458
C  -4.936  -0.427  -2.955
O  -4.247  0.733  -2.514
C  -4.960  1.945  -2.683
H  -6.141  4.484  -5.650
H  -5.211  3.041  -6.070
H  -6.533  3.603  -7.138
H  -7.238  1.482  -7.025
H  -8.600  1.447  -5.904
H  -7.378  -0.607  -5.596
H  -7.209  0.424  -4.160
H  -5.081  1.159  -5.226
H  -3.759  -0.691  -4.719
H  -5.191  -1.704  -4.668
H  -4.451  -1.265  -2.444
H  -5.973  -0.422  -2.600
H  -6.040  1.813  -2.568
H  -4.729  2.393  -3.652
H  -4.616  2.646  -1.919

charge	-1
HOMO energy	-4.7	eV
multiplicity	1
energy	-1753.652994	hartree

---

6.
A cluster of 2 separate species, C4H12 in total in a non-equilibrium geometry. Source: OMol25; level of theory: ωB97M-V/def2-TZVPD.

Positions of all 16 atoms, in Å:
C  -1.040  0.272  -0.870
C  -2.622  0.484  -0.713
H  -0.710  0.592  0.114
H  -0.681  -0.739  -0.997
H  -0.633  0.970  -1.579
H  -2.807  1.332  -1.361
H  -2.871  0.726  0.320
H  -3.174  -0.389  -1.028
C  1.880  -1.157  0.570
C  1.730  0.251  1.181
H  1.005  -1.066  -0.177
H  2.690  -1.043  -0.182
H  2.259  -1.938  1.177
H  2.694  0.640  1.509
H  0.881  0.411  1.835
H  1.398  0.654  0.201

HOMO energy	-11.0	eV
multiplicity	1
energy	-159.529713	hartree
SMILES	CC.CC

---

7.
A structure of composition C31H36AuCl3FN2O3S2. Source: OMol25; level of theory: ωB97M-V/def2-TZVPD.

Positions of all 79 atoms, in Å:
Au  1.348  -1.141  0.664
O  3.461  -1.219  0.521
S  4.360  -1.552  -0.679
C  3.897  -3.219  -1.200
C  2.682  -3.067  -2.106
C  3.022  -1.903  -3.031
C  3.626  -0.795  -2.160
H  3.753  -3.805  -0.293
H  4.760  -3.613  -1.741
H  1.795  -2.843  -1.509
H  2.484  -3.987  -2.655
H  2.149  -1.532  -3.569
H  3.751  -2.227  -3.775
H  2.878  -0.107  -1.763
H  4.403  -0.215  -2.654
F  2.614  0.494  6.497
C  2.336  -0.281  5.440
C  3.381  -0.887  4.769
C  3.088  -1.679  3.672
C  1.768  -1.871  3.259
C  1.450  -2.659  2.045
C  0.738  -1.245  3.971
C  1.015  -0.445  5.064
H  4.395  -0.737  5.111
H  3.893  -2.156  3.126
H  0.477  -3.130  2.072
H  2.240  -3.339  1.734
H  -0.285  -1.383  3.643
H  0.232  0.050  5.622
C  -2.855  -1.719  0.611
C  -1.439  -1.938  0.084
C  -1.102  -3.427  0.149
C  -1.349  -1.454  -1.359
O  -0.617  -1.150  0.949
H  -3.574  -2.283  0.014
H  -3.126  -0.664  0.565
H  -2.927  -2.053  1.646
H  -1.698  -3.985  -0.575
H  -1.309  -3.833  1.140
H  -0.048  -3.601  -0.083
H  -1.993  -2.049  -2.008
H  -0.323  -1.540  -1.740
H  -1.672  -0.415  -1.431
Cl  -1.819  2.589  4.937
C  -1.839  2.834  3.222
C  -1.795  1.744  2.370
C  -1.819  1.960  1.004
C  -1.876  3.242  0.468
C  -1.800  3.447  -1.027
C  -0.354  3.801  -1.428
N  0.571  2.828  -0.862
C  1.434  3.065  0.181
C  1.932  1.857  0.546
N  1.370  0.881  -0.256
C  0.559  1.505  -1.089
O  -2.207  2.245  -1.653
C  -2.529  2.388  -3.035
C  -2.906  1.045  -3.562
C  -2.114  0.278  -4.361
Cl  -0.518  0.656  -4.890
S  -2.830  -1.217  -4.786
C  -4.222  -0.845  -3.858
C  -4.130  0.374  -3.268
C  -1.910  4.312  1.355
Cl  -1.961  5.946  0.754
C  -1.899  4.126  2.728
H  -1.738  0.736  2.757
H  -1.775  1.106  0.343
H  -2.453  4.273  -1.331
H  -0.093  4.777  -1.024
H  -0.233  3.841  -2.510
H  1.602  4.055  0.566
H  2.640  1.616  1.320
H  -0.058  1.039  -1.836
H  -1.672  2.768  -3.597
H  -3.352  3.102  -3.150
H  -5.043  -1.542  -3.818
H  -4.906  0.800  -2.647
H  -1.936  4.974  3.396

charge	+1
HOMO energy	-11.0	eV
multiplicity	1
energy	-3950.376427	hartree

---

8.
A structure of composition C5H12N2O in a non-equilibrium geometry. Source: OMol25; level of theory: ωB97M-V/def2-TZVPD.

Positions of all 20 atoms, in Å:
C  -1.453  1.518  -1.316
C  -0.314  0.849  -0.569
C  0.387  0.113  -1.624
C  -0.789  0.449  0.784
C  1.388  -2.167  2.105
H  -1.669  2.735  -1.150
H  -2.458  1.082  -1.128
H  -1.046  1.608  -2.494
H  0.479  1.666  -0.231
H  1.031  0.911  -2.473
H  -0.638  -0.419  -2.324
H  1.040  -1.972  -0.740
H  -1.042  1.181  1.493
H  -1.716  -0.313  0.671
H  0.594  0.245  2.450
H  1.440  -3.391  1.911
H  2.401  -1.422  3.093
N  0.341  -0.182  1.433
N  0.639  -1.576  1.212
O  1.386  -0.916  -1.103

HOMO energy	-8.5	eV
multiplicity	1
energy	-382.128799	hartree

---

9.
A cluster of 4 separate species, C2H12N2O3 in total in a non-equilibrium geometry. Source: OMol25; level of theory: ωB97M-V/def2-TZVPD.

Positions of all 19 atoms, in Å:
C  -0.040  1.096  0.001
C  0.255  1.745  1.125
N  -0.531  1.716  2.318
N  0.923  0.800  -0.992
H  -0.951  0.557  -0.146
H  1.314  1.931  1.282
H  -0.253  2.476  2.922
H  -1.524  1.820  2.147
H  1.868  1.135  -0.927
H  0.512  0.816  -1.912
H  3.013  -1.435  -0.500
H  3.259  -2.989  -0.303
O  3.682  -2.110  -0.338
H  -0.015  -1.078  0.020
H  -1.371  -1.268  0.872
O  -0.638  -1.686  0.434
H  -2.942  -1.022  -1.257
H  -3.057  -1.156  -2.789
O  -3.504  -1.348  -1.958

HOMO energy	-8.0	eV
multiplicity	1
energy	-418.580116	hartree
SMILES	N/C=C/N.O.O.O

---

10.
A structure of composition C4H7BrSi in a non-equilibrium geometry. Source: OMol25; level of theory: ωB97M-V/def2-TZVPD.

Positions of all 13 atoms, in Å:
C  0.725  -3.402  -0.316
C  0.246  -2.296  -0.227
C  -0.315  0.676  -1.478
C  -0.185  0.364  1.680
Si  -0.945  -0.180  0.005
Br  -3.119  -0.033  0.149
H  1.377  -4.112  -0.665
H  -0.463  0.043  -2.341
H  -0.804  1.586  -1.690
H  0.830  0.796  -1.613
H  -0.183  1.385  1.845
H  -0.752  -0.133  2.406
H  0.789  -0.242  1.725

HOMO energy	-9.8	eV
multiplicity	1
energy	-3020.044082	hartree

---

11.
A structure of composition Cl4FeN2O6 in a non-equilibrium geometry. Source: OMol25; level of theory: ωB97M-V/def2-TZVPD.

Positions of all 13 atoms, in Å:
Fe  -0.630  -0.130  1.351
N  -1.296  -0.827  -1.962
O  -0.313  -0.860  -2.740
O  -1.595  0.041  -1.182
O  -2.003  -1.834  -2.097
N  2.374  1.240  -0.256
O  3.093  1.845  0.454
O  2.588  1.375  -1.523
O  1.382  0.636  0.155
Cl  -1.771  2.175  1.162
Cl  0.466  0.201  3.610
Cl  0.617  -2.564  0.876
Cl  -2.912  -1.299  2.153

charge	-4
HOMO energy	4.0	eV
multiplicity	1
energy	-3664.936839	hartree